No. 1
9
Properties=species:S:1:pos:R:3:nbo_charge:R:1 method="wB97M-V/def2-TZVPD" homo_ev="-4.28 / -4.15" multiplicity=1 lumo_energy_ev="2.6 / 2.6" relative_energy_kcal_mol=80.7 total_charge=-1
C 1.35376 1.30468 -0.90615 0.66
C 0.06359 -0.21005 0.75641 -0.64
O -2.65110 0.07087 0.82311 -0.97
O 1.02991 2.03900 -1.78769 -0.62
O -1.67329 -1.81029 -0.60297 -0.96
F 2.46209 0.41778 -1.13278 -0.45
S -1.58953 -1.03883 0.64053 1.60
H 0.18613 0.17223 1.78178 0.18
H 0.81845 -0.94540 0.42777 0.20

No. 2
24
Properties=species:S:1:pos:R:3:nbo_charge:R:1 method="wB97M-V/def2-TZVPD" homo_ev=-12.56 multiplicity=1 lumo_energy_ev=-2.9 smiles=OCC[NH2+]C1SCCCS1 relative_energy_kcal_mol=0.0 total_charge=+1
O 0.58146 -2.92229 -2.87646 -0.74
C -0.74689 -2.34743 -2.73600 -0.09
C -0.94119 -1.91995 -1.26959 -0.24
N 0.29592 -1.15639 -0.70631 -0.56
H 0.62771 -3.31095 -3.77153 0.50
H -0.85567 -1.42812 -3.34816 0.18
H -1.49342 -3.12057 -3.03160 0.22
H -1.80737 -1.25373 -1.14561 0.25
H -1.09444 -2.84271 -0.68845 0.24
H 1.03006 -1.18021 -1.43904 0.46
H 0.68250 -1.70307 0.09792 0.45
C 0.55259 2.13563 2.59703 -0.43
C -0.83212 1.60706 2.25607 -0.55
S -0.97515 0.11712 1.28388 0.23
C 0.13993 0.40582 -0.11715 -0.35
S 1.75690 0.98482 0.38662 0.24
C 1.37834 2.47326 1.36531 -0.52
H 0.44764 3.01144 3.24157 0.24
H 1.08706 1.43224 3.23521 0.23
H -1.29145 1.29455 3.20589 0.26
H -1.45348 2.39863 1.81594 0.23
H -0.31374 1.17578 -0.86132 0.25
H 0.89195 3.26616 0.77975 0.23
H 2.33283 2.88289 1.72603 0.27

No. 3
102
Properties=species:S:1:pos:R:3:lowdin_charge:R:1 method="wB97M-V/def2-TZVPD" homo_ev=-10.78 multiplicity=1 lumo_energy_ev=-3.5 relative_energy_kcal_mol=80.6 total_charge=+1
C -0.24890 -0.26152 0.25364 -0.10
N -1.45228 0.09389 1.03781 -0.20
C -2.43802 0.62567 0.05248 -0.09
C -2.15855 -0.71852 2.10726 -0.17
H -0.44810 -0.03022 -0.80518 0.08
H 0.57178 0.41448 0.52275 0.08
H 0.09648 -1.29604 0.27953 0.09
H -1.86305 1.19513 -0.68472 0.08
H -3.03407 -0.13037 -0.50717 0.10
H -3.13150 1.31417 0.53850 0.06
H -3.00411 -0.02463 1.99541 0.06
H -2.25200 -1.76336 1.77139 0.14
C 0.83884 -0.54861 3.27554 -0.06
C 0.94518 0.43713 4.46130 -0.49
C 1.58031 -0.37367 5.57795 -0.07
C 1.90799 1.55430 4.04468 -0.04
C -0.36295 1.22624 5.00412 -0.06
C -0.49679 1.30307 6.40645 -0.05
C -0.91156 2.47485 7.07053 -0.06
C -1.25787 3.60875 6.33739 -0.05
C -1.29492 3.57721 4.93900 -0.09
C -1.43643 4.96457 4.27770 -0.54
C -2.89250 5.44776 4.43252 -0.04
C -0.94273 4.96044 2.84309 -0.05
C -0.60890 6.04341 4.98481 -0.05
C -1.20549 2.26446 4.34076 -0.04
N -2.32931 1.83523 3.54041 0.10
C -3.00231 0.64608 3.86378 -0.10
C -2.23544 -0.61281 3.53967 -0.19
C -3.00028 -1.76091 4.25522 -0.14
C -3.48573 -2.93419 3.62878 -0.03
C -4.29061 -3.83957 4.38177 -0.07
C -4.53754 -3.61997 5.73642 -0.07
C -3.94314 -2.53024 6.37220 -0.06
C -3.16098 -1.63290 5.64449 -0.04
N -4.34990 0.79933 3.48947 0.07
C -5.54516 0.11584 4.05826 -0.03
C -5.91241 0.37619 5.41227 -0.07
C -5.47880 1.63205 6.24065 -0.50
C -5.86919 1.50994 7.71639 -0.06
C -6.13607 2.88054 5.64720 -0.02
C -3.97369 1.78353 6.24286 -0.04
C -6.78842 -0.51580 6.04668 -0.03
C -7.54943 -1.42192 5.33117 -0.04
C -7.38219 -1.48447 3.96206 -0.03
C -6.33850 -0.82088 3.30879 -0.06
C -6.20847 -1.25016 1.82191 -0.53
C -6.30144 -2.77587 1.70305 -0.04
C -4.86444 -0.90179 1.26969 -0.09
C -7.29027 -0.61806 0.94895 -0.03
C -4.45981 2.04937 2.83763 -0.01
C -3.26712 2.67822 2.90817 -0.02
H 0.03840 -0.30849 2.61373 0.02
H 1.73727 -0.44479 2.65686 0.09
H 0.69669 -1.61329 3.53910 0.11
H 2.04528 0.28682 6.30019 0.09
H 0.85866 -1.04066 6.04924 0.09
H 2.37582 -1.01191 5.18965 0.10
H 2.17747 2.17958 4.90006 0.09
H 2.83656 1.13704 3.63631 0.10
H 1.46519 2.21159 3.28786 0.09
H -0.13072 0.50237 7.07115 0.12
H -0.87274 2.53165 8.17075 0.12
H -1.46301 4.53988 6.87699 0.12
H -3.14007 5.57466 5.49993 0.09
H -3.00890 6.42112 3.92834 0.10
H -3.63280 4.75946 4.00653 0.06
H 0.14482 5.03720 2.84140 0.09
H -1.17576 4.05927 2.28611 0.06
H -1.35462 5.82366 2.31677 0.10
H 0.44835 5.77827 5.01502 0.10
H -0.71770 6.97428 4.41790 0.10
H -0.94652 6.25011 6.00042 0.08
H -1.27223 -0.51361 4.09912 0.12
H -3.25023 -3.18818 2.57813 0.12
H -4.67730 -4.74506 3.90536 0.11
H -5.20985 -4.26929 6.28629 0.11
H -4.03143 -2.37768 7.43612 0.11
H -2.62496 -0.82683 6.15377 0.10
H -5.38356 0.64444 8.18419 0.10
H -5.52415 2.39371 8.26217 0.09
H -6.94976 1.44823 7.87915 0.09
H -5.85030 3.01614 4.59828 0.06
H -7.22835 2.79811 5.69320 0.10
H -5.82859 3.76831 6.21088 0.10
H -3.60448 2.37841 5.41332 0.07
H -3.63484 2.27903 7.15736 0.09
H -3.46728 0.81497 6.19991 0.07
H -6.89506 -0.50871 7.12775 0.11
H -8.27745 -2.05891 5.84251 0.12
H -8.03778 -2.14301 3.39431 0.11
H -7.30736 -3.15229 1.89492 0.08
H -6.01980 -3.08235 0.68985 0.10
H -5.61146 -3.26385 2.39930 0.06
H -4.76089 0.14800 0.99722 0.07
H -4.16398 -1.16593 2.05796 0.04
H -4.57859 -1.51647 0.40824 0.11
H -7.22168 0.47706 0.97272 0.09
H -7.14388 -0.94596 -0.08937 0.10
H -8.28797 -0.92553 1.27953 0.09
H -5.40155 2.42407 2.43443 0.15
H -3.03311 3.65522 2.50766 0.12

No. 4
57
Properties=species:S:1:pos:R:3:lowdin_spin:R:1 method="wB97M-V/def2-TZVPD" homo_ev="-14.14 / -14.77" multiplicity=4 s_squared=3.79 lumo_energy_ev="-6.8 / -9.0" total_charge=+2
Tc 1.56919 -0.03403 -0.46433 1.78
O -4.02424 -2.84230 -3.27251 0.00
C -3.00444 -3.67856 -2.80315 0.00
C -1.93310 -2.83980 -2.18942 0.02
C -0.79541 -3.42202 -1.62928 0.00
C 0.16595 -2.61424 -1.07369 0.02
N 0.07113 -1.27205 -1.05775 0.00
C -1.01754 -0.69621 -1.63210 0.01
C -2.03169 -1.45071 -2.18042 0.00
C -0.94157 0.76782 -1.69622 0.01
C -1.87339 1.58384 -2.30160 0.00
C -1.62428 2.94866 -2.42477 0.02
C -2.61141 3.84130 -3.10368 0.00
O -3.64413 3.05399 -3.62956 0.00
C -0.42404 3.44904 -1.91785 0.00
C 0.45207 2.59204 -1.29768 0.01
N 0.20090 1.27587 -1.17098 -0.01
H -4.70759 -3.36149 -3.70555 0.00
H -2.54921 -4.27276 -3.60669 0.00
H -3.36187 -4.38976 -2.04665 0.00
H -0.66331 -4.49561 -1.62590 0.00
H 1.04800 -3.04250 -0.61875 0.00
H -2.90331 -0.99185 -2.62435 0.00
H -2.78915 1.18495 -2.71330 0.00
H -2.08690 4.41487 -3.87732 0.00
H -2.98425 4.56578 -2.36635 0.00
H -4.25900 3.59772 -4.12973 0.00
H -0.17249 4.49793 -2.00334 0.00
H 1.39092 2.94798 -0.89202 0.00
C 0.76716 -3.57593 3.73903 0.10
C 1.61546 -3.53104 2.63180 0.01
C 1.72647 -2.37829 1.88567 0.07
C 1.00033 -1.23076 2.24996 0.06
C 0.15630 -1.28051 3.37876 0.09
C 0.04245 -2.44643 4.10670 -0.01
N 1.10299 -0.05305 1.52069 0.37
C 1.23573 1.11740 2.26417 0.08
C 0.55585 2.30033 1.92315 0.07
C 0.74335 3.44289 2.66836 0.01
C 1.62175 3.44591 3.75241 0.11
C 2.29377 2.27979 4.10589 0.00
C 2.10239 1.12390 3.38143 0.09
H 0.67620 -4.48756 4.31334 0.00
H 2.20826 -4.39787 2.37113 0.00
H 2.45014 -2.32087 1.07861 0.00
H -0.43093 -0.40966 3.64166 0.00
H -0.61599 -2.48130 4.96383 0.00
H -0.17746 2.28052 1.13127 0.00
H 0.18910 4.33969 2.42512 0.00
H 1.78189 4.35381 4.31772 0.01
H 2.97866 2.27747 4.94278 0.00
H 2.65951 0.22821 3.62373 0.00
F 2.81801 -0.00337 -2.29937 0.02
B 3.89376 0.00566 -1.32800 0.01
F 3.39919 1.07475 -0.42142 0.02
F 3.59488 -1.15602 -0.54020 0.02
F 5.11489 0.16445 -1.77328 0.00